No. 1
{
  "formula": "C5H5NO3",
  "method": "wB97M-V/def2-TZVPD",
  "e_homo_ev": [-4.6460, -9.8286],
  "s2": 2.01,
  "orbital_gap_ev": [5.05, 6.12],
  "relative_energy_kcal_mol": 113.3,
  "e_tot_ev": -12888.6218,
  "multiplicity": 3,
  "elements": ["C", "C", "C", "C", "C", "N", "O", "O", "O", "H", "H", "H", "H", "H"],
  "coordinates": [[-1.270, -0.618, -1.953], [-0.194, 2.811, -2.361], [-0.465, -0.141, -1.248], [0.667, -0.301, 0.997], [0.515, 0.409, -0.280], [-0.412, -1.533, 2.567], [0.506, 2.467, -3.207], [1.766, -0.526, 1.467], [-0.497, -0.706, 1.446], [-2.020, -0.838, -2.625], [0.355, 1.427, -0.181], [1.649, 0.254, -0.677], [0.589, -1.445, 2.900], [-1.190, -1.260, 3.154]],
  "atomic_forces_ev_per_a": [[-1.4206, -0.5131, -1.2490], [1.8042, -0.8474, -2.2428], [2.7252, 1.2404, 2.5079], [-0.3918, 3.9907, -5.5444], [2.8148, -2.5964, -2.2094], [1.0892, 1.8057, -2.0167], [-1.8037, 0.9168, 2.1800], [4.9634, -2.2120, 3.9473], [-4.8673, -3.7622, 5.1640], [-0.9777, -0.6281, -0.8881], [-0.3273, 2.3550, 0.0842], [-2.6095, 0.6898, 0.2624], [-0.9409, -0.1977, -0.2054], [-0.0579, -0.2414, 0.2100]],
  "lowdin_charge": [0.10, 0.02, -0.16, -0.67, -0.16, 0.21, 0.02, 0.05, 0.07, 0.01, 0.05, 0.18, 0.15, 0.13]
}



No. 2
{
  "formula": "C14H18",
  "method": "wB97M-V/def2-TZVPD",
  "e_homo_ev": -8.2149,
  "orbital_gap_ev": 9.04,
  "smiles": "CC(C)(C)[C@]1(C)C=Cc2ccccc21",
  "relative_energy_kcal_mol": 0.0,
  "e_tot_ev": -14807.0142,
  "elements": ["C", "C", "C", "C", "C", "C", "C", "C", "C", "C", "C", "C", "C", "C", "H", "H", "H", "H", "H", "H", "H", "H", "H", "H", "H", "H", "H", "H", "H", "H", "H", "H"],
  "coordinates": [[-0.269, -3.442, -0.803], [0.244, -3.196, 0.484], [-0.260, -2.538, -1.919], [0.613, -1.877, 0.783], [0.243, -1.272, -1.577], [0.546, -1.043, -0.248], [0.422, -0.073, -2.392], [0.619, 1.031, -1.630], [0.654, 0.824, -0.174], [2.100, 1.087, 0.181], [-0.418, 0.807, 2.212], [-1.842, 0.671, 0.121], [-0.638, 2.748, 0.556], [-0.547, 1.279, 0.735], [-0.715, -4.505, -1.007], [0.268, -3.927, 1.284], [-0.488, -2.980, -2.872], [0.766, -1.769, 1.903], [0.398, -0.094, -3.468], [0.846, 1.967, -2.068], [2.359, 2.167, 0.219], [2.697, 0.712, -0.587], [2.409, 0.565, 1.096], [-0.951, 1.601, 2.822], [0.571, 0.874, 2.673], [-1.078, -0.157, 2.362], [-1.719, 0.470, -1.004], [-1.916, -0.337, 0.495], [-2.783, 1.152, 0.372], [0.039, 3.197, 1.094], [-1.567, 3.163, 0.930], [-0.604, 2.892, -0.575]],
  "atomic_forces_ev_per_a": [[-0.6742, -2.6438, -0.8283], [-0.8167, 0.3908, -1.3451], [1.1963, -0.6271, 2.8439], [-0.3400, -2.6409, 2.6379], [-0.6288, -1.2831, -0.8399], [0.4117, 6.6861, -0.2631], [-0.0307, 0.9683, 0.8938], [-1.1214, -1.5419, -1.3910], [0.2898, -4.8996, 0.6219], [-0.3503, 1.2394, 2.0853], [-2.4424, 0.6184, 0.5730], [0.9318, -1.3308, -1.3079], [-3.6168, -1.2755, -3.6035], [-0.0226, -1.3914, -0.8933], [1.0271, 2.0296, 0.3882], [-0.1762, -0.2440, -0.3388], [-0.2897, 0.5388, -0.3957], [0.2598, 0.9401, -1.7747], [0.0631, 0.0711, -0.2058], [0.0882, 0.9794, -0.3561], [-0.2790, -0.4135, 0.3378], [1.0299, -0.8284, -1.3085], [-0.0831, 0.4367, 0.0141], [0.1576, -0.8276, -0.5675], [0.0590, -0.8079, -0.4320], [2.0095, 1.6588, -0.0137], [-0.4793, 0.9307, 1.5177], [-0.2181, -0.5205, 0.2320], [0.1372, 0.4830, -0.0891], [4.3187, 2.8286, 2.2629], [-0.5268, -0.1209, -0.0719], [0.1162, 0.5972, 1.6173]],
  "lowdin_charge": [-0.09, -0.09, -0.01, -0.08, -0.22, -0.08, -0.01, -0.09, -0.30, -0.05, -0.04, -0.04, -0.06, -0.53, 0.12, 0.10, 0.10, 0.13, 0.11, 0.11, 0.10, 0.06, 0.09, 0.09, 0.07, 0.11, 0.11, 0.06, 0.08, 0.03, 0.09, 0.12]
}



No. 3
{
  "formula": "C32H54FN5O5",
  "method": "wB97M-V/def2-TZVPD",
  "e_homo_ev": -10.4865,
  "orbital_gap_ev": 2.59,
  "total_charge": 2,
  "e_tot_ev": -54447.8527,
  "elements": ["C", "C", "C", "C", "C", "N", "C", "O", "C", "C", "O", "C", "C", "N", "C", "C", "O", "C", "C", "O", "C", "C", "O", "N", "C", "C", "C", "C", "F", "H", "H", "H", "H", "H", "H", "H", "H", "H", "H", "H", "H", "H", "H", "H", "H", "H", "H", "H", "H", "H", "H", "H", "H", "H", "H", "H", "H", "H", "H", "H", "H", "H", "H", "H", "H", "H", "H", "H", "H", "C", "N", "C", "C", "C", "C", "C", "C", "C", "C", "N", "C", "C", "C", "H", "H", "H", "H", "H", "H", "H", "H", "H", "H", "H", "H", "H", "H"],
  "coordinates": [[4.947, -0.436, 3.899], [4.218, -0.540, 2.559], [3.082, 0.485, 2.440], [3.503, 1.942, 2.664], [2.451, 2.984, 2.239], [2.365, 3.188, 0.803], [3.401, 4.028, 0.268], [3.267, 5.347, 0.724], [4.487, 5.886, 1.207], [1.044, 2.710, 2.863], [0.143, 3.590, 2.246], [-1.074, 3.014, 1.808], [-1.880, 4.188, 1.226], [-2.019, 5.296, 2.151], [-3.314, 5.977, 2.098], [-0.832, 2.038, 0.650], [-1.966, 1.180, 0.373], [-1.676, -0.111, 0.641], [-2.008, -1.087, -0.473], [-1.230, -0.510, 1.646], [-1.805, 2.399, 3.032], [-3.294, 2.145, 2.862], [-4.106, 2.992, 2.770], [-3.703, 0.738, 2.878], [-4.235, 0.473, 4.237], [-4.715, 0.480, 1.859], [1.172, 2.981, 4.396], [0.987, 1.725, 5.258], [0.344, 3.988, 4.820], [5.269, 0.582, 4.097], [5.829, -1.071, 3.848], [4.343, -0.783, 4.735], [4.907, -0.402, 1.724], [3.757, -1.527, 2.499], [2.356, 0.239, 3.221], [2.527, 0.398, 1.498], [4.394, 2.121, 2.051], [3.817, 2.112, 3.692], [2.755, 3.934, 2.676], [2.270, 2.322, 0.287], [3.283, 4.050, -0.823], [4.418, 3.644, 0.450], [4.274, 6.755, 1.823], [5.092, 6.225, 0.362], [5.042, 5.175, 1.823], [0.808, 1.652, 2.757], [-2.828, 3.818, 0.827], [-1.272, 4.540, 0.382], [-1.772, 5.024, 3.089], [-3.979, 5.553, 1.350], [-3.820, 5.840, 3.056], [-3.224, 7.050, 1.936], [-0.668, 2.645, -0.238], [0.062, 1.428, 0.767], [-2.887, -1.640, -0.145], [-1.200, -1.790, -0.644], [-2.270, -0.577, -1.403], [-1.349, 1.473, 3.372], [-1.712, 3.119, 3.844], [-3.493, -0.056, 4.832], [-5.172, -0.076, 4.197], [-4.445, 1.392, 4.788], [-5.650, 1.033, 1.993], [-4.969, -0.580, 1.925], [-4.312, 0.635, 0.862], [2.187, 3.317, 4.599], [1.905, 1.439, 5.765], [0.202, 1.905, 5.990], [0.667, 0.864, 4.668], [0.616, -1.204, -2.990], [0.257, -2.432, -3.743], [-0.476, -2.318, -4.862], [-0.798, -3.427, -5.609], [-0.358, -4.687, -5.210], [0.382, -4.773, -4.034], [0.675, -3.634, -3.317], [-0.640, -5.901, -6.017], [0.401, -6.691, -6.497], [0.125, -7.840, -7.206], [-1.142, -8.213, -7.439], [-2.168, -7.460, -7.008], [-1.944, -6.302, -6.300], [-1.430, -9.476, -8.163], [-0.304, -0.690, -2.726], [1.237, -0.586, -3.634], [1.164, -1.472, -2.092], [-0.786, -1.322, -5.148], [-1.376, -3.295, -6.515], [0.733, -5.727, -3.663], [1.250, -3.668, -2.403], [1.434, -6.419, -6.328], [0.911, -8.475, -7.588], [-3.165, -7.813, -7.233], [-2.795, -5.731, -5.953], [-2.040, -9.242, -9.032], [-1.961, -10.140, -7.484], [-0.499, -9.935, -8.477]],
  "atomic_forces_ev_per_a": [[0.2494, -0.2108, -0.4629], [-0.6451, 0.4617, 0.1870], [-0.2426, 0.1665, 0.7836], [0.0785, -0.1723, -0.6571], [-0.3187, -0.1847, 0.3569], [-0.1964, 0.0123, 0.2834], [-0.0131, -0.0158, -1.0722], [0.1940, -0.3173, 0.6745], [-0.1097, 0.3779, -0.2077], [1.2254, 0.6751, 0.1842], [-0.1505, -0.6152, -0.1006], [-0.9010, 0.3498, 0.3970], [1.0178, 0.3960, 0.0241], [-0.4826, -0.1604, -0.3878], [0.0159, -0.0881, 0.8596], [0.1626, 0.5305, 0.0246], [0.6518, 0.0562, -0.4337], [-1.0656, -0.2242, -1.7799], [-0.8265, 0.5176, -0.3799], [1.5191, -0.5729, 2.1433], [-0.3252, -0.2071, 0.1620], [1.1075, -2.0281, -0.0498], [-1.1947, 1.7900, -0.3933], [-0.0585, 0.5237, 0.1324], [0.4827, 0.1368, 0.2402], [-0.2836, -0.5543, 0.2253], [0.7276, -0.9715, 0.2217], [-0.4900, -0.0490, -0.2437], [-0.4934, 0.2084, -0.0486], [0.1237, 0.0198, 0.0690], [0.1454, 0.0090, 0.2142], [-0.1716, 0.0528, -0.0130], [0.1349, -0.1258, 0.0236], [0.2007, -0.1439, -0.2553], [-0.1052, -0.1175, -0.0546], [0.1938, -0.1128, -0.1455], [0.0827, 0.1367, 0.0822], [-0.0938, -0.0782, 0.1226], [0.0009, 0.2245, -0.2486], [0.1637, 0.0464, -0.0549], [-0.0431, -0.2321, -0.0217], [0.0560, 0.1785, 0.2956], [-0.2399, 0.0466, -0.0073], [0.2627, -0.1030, 0.0785], [0.0422, -0.1206, -0.0819], [-0.4152, 0.0566, -0.3465], [-0.0918, -0.0085, 0.1093], [-0.1194, -0.0924, -0.1574], [-0.0252, 0.0930, -0.0204], [0.0614, -0.0411, -0.1948], [-0.1857, 0.1045, -0.0305], [0.1462, 0.0295, -0.1958], [-0.1182, -0.0327, -0.1307], [-0.0518, -0.0640, 0.3807], [-0.0098, -0.1724, -0.0479], [0.1771, -0.0641, 0.2565], [-0.0082, 0.0244, 0.0395], [0.1648, -0.1280, -0.1721], [0.0436, 0.1354, -0.0167], [-0.0784, -0.3083, -0.0205], [0.0881, -0.2268, -0.0712], [-0.1703, 0.1370, -0.1276], [0.1023, 0.2208, -0.0994], [-0.0162, -0.0476, 0.0247], [-0.0280, 0.3180, -0.0292], [0.0472, 0.3959, -0.1159], [0.0243, 0.0852, 0.1412], [0.0908, 0.0433, 0.1752], [-0.0350, -0.0015, -0.0363], [-0.0558, 0.0615, -0.1404], [0.0930, -0.0418, 0.1640], [-0.0251, -0.0717, -0.0568], [-0.1380, -0.0585, -0.1552], [0.1227, 0.2735, 0.1570], [0.0522, -0.1929, -0.0501], [-0.0438, -0.0653, -0.0895], [-0.0553, -0.3034, -0.1263], [0.1319, 0.0975, 0.1198], [-0.0224, 0.0842, 0.0688], [0.1353, -0.0601, -0.0698], [0.0132, 0.0606, 0.0568], [-0.1078, 0.1733, 0.0618], [-0.0893, 0.0494, 0.0250], [0.0608, 0.0643, 0.0283], [-0.0154, 0.0446, 0.0550], [-0.0269, -0.0521, -0.0179], [0.0379, 0.0150, 0.0573], [0.0122, 0.0218, 0.0197], [0.0084, 0.0323, 0.0149], [-0.0140, 0.0845, -0.0029], [-0.0115, -0.0307, -0.0145], [-0.0666, -0.0438, -0.0256], [0.0345, -0.0454, -0.0227], [0.0009, -0.0260, -0.0161], [-0.0079, -0.0555, 0.0062], [-0.0147, -0.0300, -0.0650], [0.0109, 0.0470, 0.0176]],
  "lowdin_charge": [-0.10, -0.26, -0.21, -0.14, -0.27, 0.02, -0.29, -0.15, -0.10, -0.23, -0.02, -0.40, -0.16, -0.07, -0.11, -0.06, 0.00, -0.58, 0.02, 0.16, 0.01, -0.43, 0.15, -0.17, -0.05, -0.09, -0.31, -0.01, 0.02, 0.06, 0.07, 0.08, 0.10, 0.10, 0.10, 0.10, 0.12, 0.11, 0.15, 0.10, 0.13, 0.11, 0.09, 0.09, 0.08, 0.11, 0.12, 0.13, 0.09, 0.07, 0.07, 0.07, 0.13, 0.12, 0.09, 0.06, 0.07, 0.11, 0.13, 0.08, 0.09, 0.09, 0.09, 0.09, 0.07, 0.13, 0.08, 0.09, 0.07, 0.05, -0.06, 0.03, 0.06, -0.13, 0.06, 0.03, -0.13, 0.06, 0.03, -0.07, 0.03, 0.06, 0.06, 0.09, 0.12, 0.11, 0.16, 0.15, 0.15, 0.16, 0.15, 0.16, 0.16, 0.15, 0.12, 0.12, 0.11]
}



No. 4
{
  "formula": "C5H7N",
  "method": "wB97M-V/def2-TZVPD",
  "e_homo_ev": -8.5122,
  "orbital_gap_ev": 9.58,
  "relative_energy_kcal_mol": 116.3,
  "e_tot_ev": -6783.4710,
  "elements": ["C", "C", "C", "C", "C", "N", "H", "H", "H", "H", "H", "H", "H"],
  "coordinates": [[-0.723, 0.979, 0.459], [-1.154, -0.258, -0.311], [-0.150, -0.009, -1.391], [0.633, 0.732, -0.221], [1.077, -0.576, 0.397], [-0.122, -1.325, -0.095], [-0.783, 1.019, 1.553], [-1.222, 1.850, 0.023], [-2.164, -0.655, -0.398], [0.123, -1.663, -1.058], [1.354, 1.527, -0.405], [1.154, -0.614, 1.492], [1.977, -1.007, -0.046]],
  "atomic_forces_ev_per_a": [[-0.0905, 0.0647, 0.1195], [-0.2537, 0.0310, -0.1810], [-0.0659, 0.3279, -0.0189], [0.2639, 0.2013, 0.0083], [0.1722, 0.0137, 0.0184], [0.0095, -0.1433, 0.0348], [-0.0044, -0.0461, -0.1355], [0.0493, -0.1171, 0.0961], [0.2035, 0.1076, -0.0717], [-0.0600, -0.4868, 0.2839], [-0.1159, -0.0828, 0.0800], [-0.0044, 0.0201, -0.2297], [-0.1036, 0.1096, -0.0042]],
  "lowdin_charge": [-0.11, -0.32, 0.07, -0.28, -0.16, 0.01, 0.11, 0.11, 0.13, 0.10, 0.12, 0.11, 0.12]
}



No. 5
{
  "formula": "C4H10N2O",
  "method": "wB97M-V/def2-TZVPD",
  "e_homo_ev": -8.9728,
  "orbital_gap_ev": 9.97,
  "smiles": "NC(N)C=O.C=C",
  "relative_energy_kcal_mol": 60.6,
  "e_tot_ev": -9336.3618,
  "elements": ["C", "C", "N", "H", "H", "H", "H", "H", "H", "H", "C", "C", "N", "O", "H", "H", "H"],
  "coordinates": [[-1.614, -0.059, -1.107], [-1.812, 1.155, -0.585], [1.086, -0.958, -0.772], [0.879, -1.941, -0.635], [1.894, -0.852, -1.372], [-1.264, -0.187, -2.120], [-1.967, -0.944, -0.602], [0.462, 1.357, -0.230], [-2.333, 1.282, 0.353], [-1.611, 2.052, -1.153], [0.260, -0.798, 1.495], [1.311, -0.311, 0.506], [1.333, 1.119, 0.293], [-0.233, -1.891, 1.491], [1.328, 1.617, 1.177], [0.003, -0.049, 2.274], [2.278, -0.592, 0.988]],
  "atomic_forces_ev_per_a": [[-0.8829, 0.8856, -0.0994], [-0.4812, -0.6966, -0.4548], [0.3147, -0.1232, 0.1501], [0.0620, 0.0616, -0.0228], [-0.0065, -0.0719, 0.0514], [0.2905, -0.0068, 0.0845], [0.2107, -0.1682, 0.1813], [0.9980, -0.1466, 0.6837], [0.1929, 0.0027, 0.2123], [0.2026, 0.0999, -0.0050], [0.0758, 0.2744, 0.0387], [0.2710, -0.3178, -0.0976], [-0.9219, 0.2259, -0.5850], [-0.0517, -0.1423, -0.0725], [0.0349, 0.0758, -0.0356], [-0.0385, -0.0289, 0.0695], [-0.2704, 0.0764, -0.0988]],
  "lowdin_charge": [-0.09, -0.10, 0.05, 0.08, 0.08, 0.05, 0.05, 0.05, 0.05, 0.05, -0.24, -0.48, 0.04, 0.06, 0.07, 0.12, 0.15]
}



No. 6
{
  "formula": "C3H11O",
  "method": "wB97M-V/def2-TZVPD",
  "e_homo_ev": -14.4562,
  "orbital_gap_ev": 9.12,
  "relative_energy_kcal_mol": 12.3,
  "total_charge": 1,
  "e_tot_ev": -5327.9008,
  "elements": ["O", "H", "H", "H", "C", "C", "C", "H", "H", "H", "H", "H", "H", "H", "H"],
  "coordinates": [[-1.131, 1.968, 2.355], [-1.275, 1.009, 2.194], [-1.512, 2.241, 3.224], [-1.318, 2.673, 1.711], [-0.259, 0.318, -0.446], [0.520, -0.593, -1.449], [1.172, -1.785, -0.728], [0.380, 0.396, 0.441], [-0.436, 1.281, -0.924], [-1.185, -0.198, -0.188], [-0.206, -1.009, -2.150], [1.234, -0.017, -2.031], [1.535, -2.388, -1.572], [0.437, -2.437, -0.265], [2.045, -1.458, -0.172]],
  "atomic_forces_ev_per_a": [[-0.0937, 0.4778, 1.7633], [-0.0498, 0.2520, -0.8717], [0.2745, -0.2484, -0.2133], [-0.0562, -0.5437, -0.8419], [0.8042, -0.6284, -0.6970], [-0.9974, -0.2715, 0.9625], [0.1913, 0.2463, -2.2792], [-0.0804, 0.3554, 0.0811], [-0.2378, 0.1398, 0.3149], [-0.1820, 0.1738, 0.0758], [0.0272, 0.2077, -0.1364], [0.1773, 0.0409, 0.1279], [0.3277, -0.1410, 0.4095], [0.1007, 0.2489, 0.7129], [-0.2056, -0.3095, 0.5917]],
  "lowdin_charge": [0.34, 0.19, 0.21, 0.20, -0.14, -0.30, -0.12, 0.05, 0.07, 0.07, 0.10, 0.10, 0.08, 0.07, 0.07]
}